Record 1
# C10H21BI2N5O7P

The molecule C10H21BI2N5O7P (ωB97M-V with the def2-TZVPD basis set, the Open Molecules 2025 dataset).

Multiplicity: 1
Electronic energy in hartree: -2155.7675
Energy above the lowest of the compared OMol25 structures with the same formula, charge and spin in kJ/mol: 0.0
HOMO in eV: -8.655
HOMO-LUMO gap in eV: 8.426
SMILES: COB(O)[C@]1(/C(I)=C(/C)I)[N@H+](C(=O)[O-])[C@@](CN)(P(=N)(O)O)COC1(N)N

Geometry (Å):
C  -1.7341  1.4082  -0.6749
B  1.0794  -1.5346  -1.1376
H  1.7965  0.5868  -3.1535
C  0.3582  -0.7458  1.8827
N  -3.5369  -1.0671  0.8386
N  -3.5318  1.7710  1.6457
O  -0.2496  -1.7909  2.0466
H  0.9446  2.0133  -3.1818
O  -1.1384  2.2735  2.4244
H  0.4190  -4.4623  0.2003
H  -3.7781  -2.0521  0.8298
C  -1.4659  0.3281  0.4173
H  -0.9421  2.8200  1.6483
C  2.7331  1.6232  0.1790
N  0.0036  0.1403  0.6482
C  0.2841  0.7144  -1.8277
H  -4.2520  1.3913  2.2467
N  -0.3366  -0.2908  -2.7449
H  1.5325  -3.3279  0.9216
H  4.2759  3.0157  0.7288
O  0.3940  -2.6160  -0.6539
O  1.9388  -1.7304  -2.2109
O  -2.2692  0.0981  3.1804
H  0.2885  1.0663  0.9948
H  1.9549  -4.0206  -0.6524
H  4.8131  1.5826  -0.1017
H  -2.5275  -0.9785  -0.9629
O  1.1640  -0.1953  2.6218
O  -0.6919  1.6992  -1.6009
I  3.7014  -1.1315  0.3180
C  -2.2543  -0.9550  0.0980
H  -2.0046  2.3531  -0.2029
H  4.3250  1.4498  1.6119
H  -1.4694  0.0976  3.7321
C  4.1232  1.9431  0.6642
N  1.3636  1.3061  -2.5876
H  -1.7159  -1.8754  0.2927
I  1.5280  3.3488  0.0493
H  -0.5512  0.2372  -3.5827
H  -1.2312  -0.6141  -2.3828
H  1.4195  -2.2115  -2.8657
H  -2.6238  1.1291  -1.2404
C  2.2805  0.4012  -0.0967
H  -4.2514  -0.6223  0.2737
P  -2.1700  1.1115  1.9708
C  0.8732  -0.0119  -0.5751
C  1.1313  -3.6752  -0.0287

Record 2
# C2H7O2

A cluster of 2 separate species, C2H7O2 in total (ωB97M-V with the def2-TZVPD basis set, the Open Molecules 2025 dataset).

Multiplicity: 1
Electronic energy in hartree: -230.8838
Energy above the lowest of the compared OMol25 structures with the same formula, charge and spin in kJ/mol: 2.3
HOMO in eV: -3.143
HOMO-LUMO gap in eV: 7.853
Net charge: -1

Geometry (Å):
H  2.7884  1.1351  0.8737
O  0.8180  -0.7427  0.0552
H  -1.3135  -0.2936  -1.5811
O  2.6858  0.9473  -0.0715
H  1.8911  0.2332  -0.0713
H  -1.6633  -1.5730  -0.4262
C  -1.5367  -0.5011  -0.5183
H  -0.2212  1.0302  0.2314
H  -2.4252  0.0911  -0.2517
C  -0.3365  -0.0772  0.3603
H  -0.6869  -0.2493  1.3996

Record 3
# C6H6N4S2

A cluster of 2 separate species, C6H6N4S2 in total (ωB97M-V with the def2-TZVPD basis set, the Open Molecules 2025 dataset).

Multiplicity: 3
Electronic energy in hartree: -1247.4000
Energy above the lowest of the compared OMol25 structures with the same formula, charge and spin in kJ/mol: 95.3
HOMO (spin up / spin down) in eV: -5.035 / -8.962
HOMO-LUMO gap (spin up / spin down) in eV: 5.471 / 5.976

Geometry (Å):
C  -0.0353  0.7343  0.0980
S  -0.8111  -0.9180  -1.9135
H  1.9794  0.6906  0.5271
C  -1.4784  0.5736  1.8038
C  0.1316  0.5761  -1.3521
C  0.9780  0.7157  1.0533
H  1.2521  0.5006  -1.8269
N  0.8288  0.4673  2.2820
H  -0.7552  1.0902  -3.2890
S  1.1892  -3.8651  -1.1066
N  -1.2509  0.6672  0.5183
C  -0.4522  0.4180  2.6947
H  -2.4761  0.5193  2.1811
N  2.4999  -1.7284  -0.4596
H  -0.6525  -0.0249  3.6310
H  -1.8787  1.4135  -1.8986
C  -1.0288  0.8259  -2.2173
N  1.9602  -2.6560  -0.7257